Here is a molecular structure, C31H53CoNO2Si2 at a distorted geometry from OMol25. Energies are from ωB97M-V/def2-TZVPD.

Cartesian coordinates (Å):
O -1.345 -2.776 -3.627
O -2.437 -0.680 -4.792
C 0.033 -3.149 -3.608
C 0.399 -4.254 -2.630
H 0.603 -2.237 -3.369
H 0.271 -3.435 -4.649
H 0.509 -3.862 -1.614
H 1.382 -4.636 -2.916
H -0.324 -5.072 -2.635
C -1.982 -2.629 -2.342
C -3.448 -2.862 -2.544
H -1.800 -1.609 -1.964
H -1.568 -3.354 -1.620
H -3.854 -2.138 -3.255
H -3.979 -2.758 -1.593
H -3.626 -3.870 -2.934
C -3.470 0.311 -4.909
C -2.232 -1.467 -5.988
C -4.254 0.418 -3.622
H -4.140 0.056 -5.748
H -2.998 1.278 -5.137
H -4.976 -0.400 -3.536
H -4.820 1.353 -3.622
H -3.614 0.423 -2.732
C -3.241 -2.580 -6.093
H -1.213 -1.870 -5.904
H -2.264 -0.810 -6.875
H -3.138 -3.258 -5.243
H -3.055 -3.142 -7.012
H -4.262 -2.184 -6.130
H -1.085 -0.737 -3.598
Co 0.415 0.702 -0.494
C -0.450 0.110 -3.079
Si 0.482 1.113 -4.413
H -1.172 0.766 -2.583
H 0.233 -0.376 -2.356
C 1.652 -0.083 -5.271
C 1.464 2.613 -3.831
C -0.648 1.929 -5.679
C 2.256 0.468 -1.088
Si 3.145 1.669 0.071
H 2.430 0.685 -2.155
H 2.596 -0.572 -0.934
C 3.845 3.098 -0.933
C 4.583 0.716 0.819
C 2.034 2.292 1.461
H -0.026 2.563 -6.328
H -1.384 2.584 -5.195
H -1.177 1.214 -6.316
H 2.536 -0.262 -4.644
H 1.988 0.353 -6.222
H 1.179 -1.050 -5.483
H 1.839 2.577 -2.805
H 0.845 3.515 -3.924
H 2.333 2.735 -4.493
H 5.107 0.156 0.032
H 4.242 0.000 1.576
H 5.302 1.398 1.292
H 1.844 1.503 2.202
H 1.066 2.690 1.117
H 2.562 3.107 1.975
H 4.737 3.495 -0.428
H 3.128 3.920 -1.048
H 4.149 2.767 -1.935
C -3.106 3.074 -1.093
C -3.941 2.408 -0.195
C -3.427 1.427 0.654
C -2.060 1.084 0.579
C -1.237 1.703 -0.380
C -1.726 2.742 -1.168
C -1.418 0.139 1.478
C -2.018 -0.326 2.660
C -1.267 -1.000 3.597
C 0.070 -1.330 3.305
C 0.944 -1.891 4.273
C 2.240 -2.234 3.927
C 2.661 -2.145 2.584
C 1.799 -1.640 1.612
C 0.565 -1.075 1.983
N -0.154 -0.244 1.132
H -3.512 3.854 -1.738
H -5.003 2.656 -0.141
H -4.065 0.908 1.366
H -1.056 3.278 -1.834
H -3.056 -0.075 2.845
H -1.685 -1.259 4.565
H 0.568 -2.026 5.290
H 2.934 -2.593 4.691
H 3.654 -2.485 2.300
H 2.068 -1.666 0.556

Computed properties:
Expectation value of S²   6.011
Energy above the lowest of the compared OMol25 structures with the same formula, charge and spin   11.18 kJ/mol
Spin multiplicity   5
HOMO (alpha / beta)   -11.49 / -11.49 eV
LUMO (alpha / beta)   -3.7 / -5.4 eV
Total charge   +1
Calculated total energy   -3379.70900 Eh
Max |F|   2.6 eV Å⁻¹

These are the Löwdin partial charges, in e, on atoms 1 to 6: -0.22 -0.27 -0.26 -0.08 0.09 0.13

***

Here is a molecular structure, C5H8FGaO4 at a distorted geometry from OMol25. Energies are from ωB97M-V/def2-TZVPD.

Cartesian coordinates (Å):
C 0.135 -0.439 1.649
O 1.179 -0.376 0.736
Ga 2.842 -0.275 0.684
C -0.619 -1.761 1.589
H 0.506 -0.290 2.683
H -0.580 0.392 1.467
H -1.447 -1.771 2.313
H -1.034 -1.929 0.584
H 0.057 -2.597 1.822
C 1.338 0.654 -1.061
O 0.643 1.743 -0.676
C -0.673 1.667 -1.151
C -0.777 0.243 -1.685
O 0.590 -0.154 -1.800
O 2.563 0.598 -1.009
F -0.813 2.586 -2.158
H -1.370 1.929 -0.348
H -1.283 -0.419 -0.972
H -1.257 0.199 -2.667

Computed properties:
Expectation value of S²   0.753
Energy above the lowest of the compared OMol25 structures with the same formula, charge and spin   0.00 kJ/mol
Spin multiplicity   2
HOMO (alpha / beta)   -14.63 / -15.59 eV
LUMO (alpha / beta)   -4.1 / -7.3 eV
Total charge   +1
Calculated total energy   -2520.63644 Eh
Max |F|   4.2 eV Å⁻¹

These are the Löwdin partial charges, in e, on atoms 1 to 6: -0.30 -0.26 0.97 -0.05 0.13 0.13